Entry 1:
{
  "formula": "C14H15N3O3S",
  "method": "ωB97M-V/def2-TZVPD",
  "orbital_gap_ev": 8.6,
  "relative_energy_ev": 13.371,
  "homo_ev": -8.300,
  "lumo_ev": 0.4,
  "energy_ev": -36197.72674,
  "symbols": ["O", "C", "N", "C", "N", "C", "C", "S", "H", "H", "H", "C", "C", "N", "C", "O", "C", "C", "C", "O", "H", "C", "C", "C", "C", "H", "H", "H", "H", "H", "H", "H", "H", "H", "H", "H"],
  "positions_angstrom": [[-0.25832, 0.10274, 1.88078], [-1.07138, -0.38238, 1.16385], [-2.24733, 0.42488, 1.04851], [-3.50478, -0.00317, 0.39009], [-3.85858, -1.27810, -0.25627], [-5.16694, -1.14423, -0.62547], [-5.85116, 0.00061, -0.42412], [-4.81514, 1.30414, 0.12672], [-6.78377, 0.42048, -1.05272], [-5.44902, -1.99162, -1.15858], [-2.42824, 1.45230, 1.52070], [-1.29065, -1.60283, 0.35430], [0.26971, -2.36251, 0.15429], [1.13903, -1.08778, -0.28509], [2.46408, -1.24190, -0.19336], [2.93617, -2.12588, 0.69932], [3.17190, -0.19365, -0.67100], [1.94824, 0.68024, -1.29212], [0.84834, 0.01656, -1.13782], [-0.40554, 0.21599, -1.32176], [2.04623, 0.80103, -2.54995], [1.66189, 2.24539, -0.64534], [1.88780, 2.23409, 0.74778], [2.83806, 1.51365, 1.41768], [3.88531, 0.94034, 0.11431], [4.61102, 1.53169, -0.14546], [4.53178, -0.09755, 0.92017], [3.06412, 1.55594, 2.27971], [1.06378, 2.58492, 1.39112], [2.58424, 2.77017, -1.14313], [0.81643, 2.63002, -1.17104], [3.82569, -0.42356, -1.58595], [0.73085, -2.39726, 1.25065], [0.23314, -3.19998, -0.39049], [-1.73045, -1.66417, -0.49604], [-1.69653, -2.22863, 1.08574]],
  "atomic_forces_ev_per_a": [[2.145, -1.054, 0.647], [-3.450, 2.936, -1.146], [-4.889, 1.639, -0.679], [0.104, -1.129, -1.877], [1.106, 5.626, 3.671], [1.002, 0.619, 0.196], [-2.069, 2.423, -2.434], [1.679, -3.234, 0.891], [2.046, -1.572, 1.849], [-1.346, -1.161, -0.776], [1.389, -3.792, -1.352], [8.373, -2.626, 5.138], [-1.008, 8.818, 5.719], [-0.875, -3.465, -2.245], [0.494, -7.509, 9.665], [-1.303, 3.245, -4.619], [2.095, 8.629, -6.379], [6.661, 6.235, -5.258], [-12.371, -5.772, 3.182], [4.238, 0.455, -0.805], [-0.021, 0.052, 3.364], [4.476, -1.577, -4.721], [-0.918, -1.439, 5.361], [-1.814, 0.986, -17.686], [-3.392, -9.279, 9.918], [3.648, 3.178, -2.342], [-0.996, 3.339, -2.007], [2.883, -0.002, 11.415], [0.343, 0.388, -0.293], [-1.574, -0.497, 0.753], [-0.892, 0.128, 0.476], [-0.770, -0.147, 1.426], [-1.141, -0.854, -2.537], [0.469, -2.764, -2.420], [-3.026, 0.635, -4.953], [-1.294, -1.458, 0.860]],
  "nbo_charge": [-0.565, 0.730, -0.672, 0.273, -0.503, -0.044, -0.475, 0.336, 0.252, 0.213, 0.432, -0.466, -0.177, -0.420, 0.618, -0.626, -0.322, -0.283, 0.633, -0.622, 0.269, -0.398, -0.218, -0.071, -0.377, 0.195, 0.213, 0.153, 0.218, 0.223, 0.257, 0.270, 0.264, 0.203, 0.254, 0.235]
}


Entry 2:
{
  "formula": "C14H16",
  "method": "ωB97M-V/def2-TZVPD",
  "orbital_gap_ev": 9.9,
  "relative_energy_ev": 0.618,
  "smiles": "Cc1ccccc1.Cc1ccccc1",
  "homo_ev": -8.942,
  "lumo_ev": 0.9,
  "energy_ev": -14777.14733,
  "symbols": ["C", "C", "C", "C", "C", "C", "C", "H", "H", "H", "H", "H", "H", "H", "H", "C", "C", "C", "C", "C", "C", "C", "H", "H", "H", "H", "H", "H", "H", "H"],
  "positions_angstrom": [[-1.42267, 3.96132, 0.94945], [-1.29862, 2.60348, 1.58167], [-2.20420, 1.97756, 2.40554], [-1.77153, 0.91104, 3.19324], [-0.57323, 0.28016, 2.95614], [0.31352, 0.82211, 2.01422], [-0.06944, 1.94496, 1.32361], [-0.93687, 4.74634, 1.52370], [-2.45913, 4.24716, 0.72677], [-0.96589, 3.97651, -0.03384], [-3.22209, 2.33242, 2.49541], [-2.35622, 0.58002, 4.04233], [-0.33867, -0.68218, 3.39134], [1.19770, 0.24970, 1.76473], [0.58020, 2.38792, 0.57731], [-0.81213, -2.66922, -3.30173], [0.40237, -2.14810, -2.55766], [1.53627, -2.93652, -2.38910], [2.59390, -2.43319, -1.64205], [2.45107, -1.24291, -0.94643], [1.33427, -0.44319, -1.11408], [0.30021, -0.92066, -1.92252], [-1.72903, -2.56556, -2.72069], [-0.72147, -3.75008, -3.41654], [-0.92785, -2.16388, -4.24455], [1.49784, -3.95247, -2.76803], [3.44724, -3.05902, -1.45896], [3.26797, -0.91604, -0.30554], [1.17881, 0.48777, -0.59053], [-0.60980, -0.34384, -1.95819]],
  "atomic_forces_ev_per_a": [[-1.157, -0.044, -0.765], [1.418, -0.258, -0.915], [0.102, 0.380, 0.709], [-0.411, -0.391, 0.155], [0.683, 0.173, -0.481], [-0.808, -0.946, -0.087], [-0.161, 0.707, 0.404], [-0.093, -0.041, 0.269], [0.073, 0.031, 0.487], [0.374, -0.137, -0.151], [0.056, 0.323, 0.272], [-0.443, -0.254, -0.347], [0.065, 0.216, 0.472], [0.152, 0.257, -0.016], [0.119, 0.021, 0.083], [0.335, -0.591, 0.784], [-0.998, -0.277, 0.089], [-0.298, 0.519, 0.014], [-0.611, -0.586, 0.441], [0.878, 0.606, -0.114], [-0.650, -0.623, -0.379], [0.709, 0.391, 0.512], [0.026, 0.412, 0.039], [0.117, 0.037, -0.496], [-0.138, 0.000, -0.497], [0.402, 0.122, -0.155], [0.363, -0.074, -0.024], [-0.146, -0.016, -0.069], [0.260, 0.002, 0.048], [-0.218, 0.041, -0.280]],
  "nbo_charge": [-0.630, -0.014, -0.216, -0.200, -0.224, -0.209, -0.215, 0.224, 0.215, 0.215, 0.212, 0.211, 0.214, 0.215, 0.202, -0.627, -0.021, -0.207, -0.207, -0.228, -0.203, -0.204, 0.216, 0.210, 0.220, 0.209, 0.210, 0.210, 0.214, 0.208]
}


Entry 3:
{
  "formula": "C14H16",
  "method": "ωB97M-V/def2-TZVPD",
  "orbital_gap_ev": 9.8,
  "relative_energy_ev": 1.904,
  "smiles": "Cc1ccccc1.Cc1ccccc1",
  "homo_ev": -8.884,
  "lumo_ev": 1.0,
  "energy_ev": -14775.86182,
  "symbols": ["C", "C", "C", "C", "C", "C", "C", "H", "H", "H", "H", "H", "H", "H", "H", "C", "C", "C", "C", "C", "C", "C", "H", "H", "H", "H", "H", "H", "H", "H"],
  "positions_angstrom": [[2.39876, 2.77295, -0.40687], [2.35325, 1.44998, -1.24934], [3.53434, 0.63825, -1.47986], [3.36394, -0.32185, -2.40684], [2.14782, -0.81128, -2.85327], [0.99272, -0.08902, -2.54649], [1.08642, 1.10301, -1.66771], [3.30544, 2.79026, 0.19714], [1.69169, 2.92820, 0.32792], [2.52836, 3.68030, -1.08892], [4.48853, 0.96163, -0.97481], [4.20261, -0.97792, -2.70707], [2.08897, -1.69048, -3.51693], [0.03154, -0.47046, -2.83691], [0.29765, 1.79785, -1.66138], [-4.04490, -0.38768, 2.85355], [-2.93450, -0.70224, 1.96714], [-2.77729, -0.27818, 0.70336], [-1.60646, -0.63944, -0.04414], [-0.64518, -1.46628, 0.58324], [-0.79407, -1.90575, 1.89100], [-1.96421, -1.48414, 2.54746], [-4.08104, 0.71824, 2.89344], [-4.00707, -0.72945, 3.89927], [-4.89780, -0.71081, 2.31604], [-3.37483, 0.38041, 0.12299], [-1.53018, -0.33096, -1.01861], [0.29901, -1.75059, 0.10652], [-0.09357, -2.60450, 2.38723], [-2.05993, -1.87004, 3.66288]],
  "atomic_forces_ev_per_a": [[3.257, -0.116, -2.501], [0.070, 1.166, 2.054], [-1.349, 3.117, 0.979], [2.073, -3.140, -0.403], [-1.957, 1.010, -0.533], [0.786, 1.074, 1.908], [1.873, -3.195, -3.292], [0.438, -0.138, -0.138], [-2.259, 0.089, 0.945], [-0.542, -1.147, 0.832], [-1.042, -0.623, -0.931], [-0.105, 0.683, 0.273], [0.133, 0.568, 0.492], [-0.312, 0.084, -0.298], [-1.051, 0.548, 0.597], [-0.769, 2.255, 0.391], [0.963, -1.098, 2.356], [2.709, -0.028, -3.289], [-0.668, -1.578, 4.189], [0.646, 0.295, -0.776], [-1.327, 0.285, 0.266], [2.038, -2.334, 2.434], [-0.418, -0.334, 0.174], [0.139, -0.270, -0.725], [-1.502, -0.302, 0.116], [-1.231, 0.462, 0.237], [0.419, 0.727, -2.127], [-0.496, 0.207, -0.349], [-0.372, 0.722, -0.456], [-0.144, 1.010, -2.425]],
  "nbo_charge": [-0.637, 0.019, -0.229, -0.204, -0.242, -0.181, -0.239, 0.208, 0.219, 0.216, 0.226, 0.207, 0.220, 0.204, 0.213, -0.621, -0.053, -0.223, -0.179, -0.229, -0.216, -0.180, 0.215, 0.222, 0.219, 0.211, 0.200, 0.216, 0.218, 0.199]
}


Entry 4:
{
  "formula": "C14H16",
  "method": "ωB97M-V/def2-TZVPD",
  "orbital_gap_ev": 9.9,
  "relative_energy_ev": 0.412,
  "smiles": "Cc1ccccc1.Cc1ccccc1",
  "homo_ev": -8.969,
  "lumo_ev": 1.0,
  "energy_ev": -14777.35368,
  "symbols": ["C", "C", "C", "C", "C", "C", "C", "H", "H", "H", "H", "H", "H", "H", "H", "C", "C", "C", "C", "C", "C", "C", "H", "H", "H", "H", "H", "H", "H", "H"],
  "positions_angstrom": [[3.48867, -2.05994, -2.55926], [2.83527, -0.99203, -1.70009], [1.73189, -0.28540, -2.16663], [1.10732, 0.65018, -1.35916], [1.53830, 0.85340, -0.05944], [2.67957, 0.20624, 0.37841], [3.37310, -0.65375, -0.46814], [2.73560, -2.58970, -3.13441], [4.06342, -2.71663, -1.90535], [4.21069, -1.60174, -3.23836], [1.27906, -0.56199, -3.11403], [0.21201, 1.16701, -1.68820], [0.94749, 1.34924, 0.70122], [3.09308, 0.36980, 1.36154], [4.31652, -1.07022, -0.14307], [-2.23722, -0.71921, -0.55076], [-2.38382, 0.18999, 0.65947], [-3.20685, 1.30745, 0.62922], [-3.44027, 2.00862, 1.81627], [-2.91610, 1.55898, 3.01223], [-1.94629, 0.56061, 2.99883], [-1.69010, -0.13330, 1.82310], [-1.36080, -0.42440, -1.12932], [-3.12820, -0.75957, -1.17387], [-2.06707, -1.73061, -0.17719], [-3.69716, 1.71481, -0.24564], [-4.08467, 2.88126, 1.76842], [-3.14217, 2.00513, 3.97539], [-1.45160, 0.30320, 3.92678], [-0.85967, -0.82741, 1.76205]],
  "atomic_forces_ev_per_a": [[0.180, 0.711, 0.534], [0.478, -0.037, -0.680], [-0.293, -0.280, 0.180], [-0.547, 0.116, 0.159], [0.038, -0.475, 0.686], [0.720, -0.111, -0.359], [-0.350, 0.185, 0.225], [0.097, -0.238, -0.032], [-0.189, -0.293, -0.207], [-0.101, -0.031, -0.154], [0.171, 0.173, -0.063], [0.073, -0.070, -0.140], [-0.063, 0.541, -0.402], [-0.177, 0.123, 0.214], [-0.036, -0.268, 0.051], [0.328, 0.052, 0.593], [-0.234, -0.400, -0.986], [0.006, 0.474, 1.031], [-0.437, -0.090, -0.279], [0.680, 0.177, 0.370], [-0.375, -0.300, -0.159], [0.263, 0.709, 0.179], [-0.131, -0.114, -0.204], [0.025, 0.265, -0.048], [0.085, -0.022, -0.183], [0.127, -0.494, -0.311], [-0.002, -0.107, 0.197], [-0.136, 0.250, -0.253], [0.095, -0.078, -0.074], [-0.294, -0.369, 0.118]],
  "nbo_charge": [-0.627, -0.011, -0.216, -0.207, -0.232, -0.199, -0.220, 0.217, 0.215, 0.220, 0.208, 0.213, 0.222, 0.210, 0.207, -0.635, 0.005, -0.230, -0.199, -0.230, -0.201, -0.231, 0.224, 0.217, 0.216, 0.213, 0.210, 0.212, 0.211, 0.216]
}